#i
DFT (ωB97M-V/def2-TZVPD) results for C4H6N2OS as an isolated structure.

```
! RIJCOSX wB97M-V def2-TZVPD def2/J DEFGRID3
* xyz 0 1
C -1.98233 -1.02518 0.31650
C -0.83977 -1.02238 -0.43554
C -1.49863 1.05680 0.00323
C 2.06261 0.81088 0.03095
N -2.34118 0.29980 0.58165
N -0.51355 0.26321 -0.64197
O 0.63349 0.73653 -1.17571
S 2.77188 -0.79715 0.18357
H -2.63893 -1.85401 0.73116
H -0.28149 -1.73642 -0.97714
H -1.45748 2.07720 -0.08033
H 2.59208 1.47709 -0.56222
H 1.58946 1.02028 0.85233
H 1.90384 -1.30664 1.17351
*
```

Gap between HOMO and LUMO ... 8.72 eV

Löwdin population analysis, charges in e, atoms 1 to 8: number 1, C, carries -0.14; number 2, C, carries -0.11; number 3, C, carries -0.15; number 4, C, carries -0.33; number 5, N, carries 0.04; number 6, N, carries -0.19; number 7, O, carries -0.14; number 8, S, carries 0.75

#ii
DFT (ωB97M-V/def2-TZVPD) results for C4H6N2OS as an isolated structure.

```
! RIJCOSX wB97M-V def2-TZVPD def2/J DEFGRID3
* xyz 0 1
C -0.93683 0.87106 0.07784
C 0.33889 -0.99798 0.43752
C 1.33182 -0.79742 -0.70675
C 0.30757 0.43744 0.84801
H -0.64093 2.77565 -0.07832
H -2.19340 -0.36562 -1.02331
H 0.63404 -1.66295 1.31849
H 0.94062 -0.72282 -1.71013
H 2.08932 -1.56760 -0.66643
H 0.22252 0.85498 1.84542
N -1.33207 2.03247 -0.28296
N -1.68063 -0.27257 -0.14396
O -0.92850 -1.42288 0.09714
S 1.84761 0.83826 -0.01257
*
```

Gap between HOMO and LUMO ... 9.53 eV

Löwdin population analysis, charges in e, atoms 1 to 8: number 1, C, carries -0.46; number 2, C, carries -0.44; number 3, C, carries -0.33; number 4, C, carries -0.47; number 5, H, carries 0.05; number 6, H, carries 0.16; number 7, H, carries 0.18; number 8, H, carries 0.09

Referenced to the most stable arrangement, the calculated values in eV are #i 1.275; #ii 0.000.

#i
DFT (ωB97M-V/def2-TZVPD) results for a 2-piece molecular cluster, C4H6N2OS overall.

```
! RIJCOSX wB97M-V def2-TZVPD def2/J DEFGRID3
* xyz 0 1
C 1.47330 1.73109 0.09157
C 0.23772 0.77582 0.16650
C -1.07259 -1.36795 0.35588
C 0.34956 -0.62894 0.08704
H 1.85600 1.70520 -0.98190
H 2.30627 1.13033 0.84429
H 1.38212 2.85702 0.43165
H -1.12412 -2.52203 -0.06365
H -1.44000 -1.52754 1.54411
H 3.28821 -1.28650 -0.93714
N -1.00185 1.18997 0.02432
N 1.48100 -1.25286 -0.23344
O 2.60433 -0.50870 0.00060
S -2.27407 0.06833 -0.22402
*
```

Gap between HOMO and LUMO ... 7.86 eV

Löwdin population analysis, charges in e, atoms 1 to 8: number 1, C, carries -0.05; number 2, C, carries -0.41; number 3, C, carries -0.33; number 4, C, carries -0.32; number 5, H, carries 0.09; number 6, H, carries 0.13; number 7, H, carries 0.10; number 8, H, carries 0.12

#ii
DFT (ωB97M-V/def2-TZVPD) results for a 2-piece molecular cluster, C4H6N2OS overall.

```
! RIJCOSX wB97M-V def2-TZVPD def2/J DEFGRID3
* xyz 0 1
C 0.58985 0.51438 -0.82318
C 0.74964 -0.08128 0.50000
C 0.36246 0.94448 1.35394
C -2.51647 -0.21452 0.28452
N 0.17285 1.74380 -0.66097
N 1.35331 -1.28794 0.77226
O -0.00055 2.02932 0.63290
S -3.21369 0.12660 -1.14085
H 0.70085 0.12274 -1.72818
H 0.30980 1.04562 2.42343
H -2.02280 -1.23060 0.19711
H 1.13695 -1.56258 1.71871
H 1.19910 -2.04082 0.11299
H -3.28064 -0.98600 -2.07012
*
```

Gap between HOMO and LUMO ... 8.26 eV

Löwdin population analysis, charges in e, atoms 1 to 8: number 1, C, carries -0.07; number 2, C, carries -0.33; number 3, C, carries -0.08; number 4, C, carries -0.49; number 5, N, carries 0.03; number 6, N, carries 0.09; number 7, O, carries -0.06; number 8, S, carries 0.67

#iii
DFT (ωB97M-V/def2-TZVPD) results for a single C4H6N2OS molecule.

```
! RIJCOSX wB97M-V def2-TZVPD def2/J DEFGRID3
* xyz 0 1
C 0.26576 -0.53017 -0.11610
C 0.95260 0.83766 -0.11230
C -0.24837 1.80630 -0.04488
C -1.37487 1.10215 -0.05048
H 2.56390 -2.45088 -0.06747
H 1.68897 0.87130 0.71438
H 1.58947 0.98692 -0.99386
H -0.16952 2.88182 -0.01169
H -2.43317 1.32445 -0.02856
H -2.41643 -1.80306 1.12660
N 0.77358 -1.69127 -0.06226
N -1.09362 -0.29605 -0.12213
O 2.19645 -1.55570 -0.06695
S -2.29476 -1.48347 -0.16430
*
```

Gap between HOMO and LUMO ... 8.89 eV
Structure (SMILES) ... O/N=C1\CC=CN1S

Löwdin population analysis, charges in e, atoms 1 to 8: number 1, C, carries -0.39; number 2, C, carries -0.08; number 3, C, carries -0.07; number 4, C, carries -0.13; number 5, H, carries 0.09; number 6, H, carries 0.12; number 7, H, carries 0.12; number 8, H, carries 0.09

Referenced to the most stable arrangement, the calculated values in eV are #i 4.587; #ii 2.778; #iii 0.000.

#i
DFT (ωB97M-V/def2-TZVPD) results for a 4-piece molecular cluster, H6IO3 overall.

```
! RIJCOSX wB97M-V def2-TZVPD def2/J DEFGRID3
* xyz -1 1
I -0.35590 0.09300 1.90280
O -2.36290 -2.25800 -0.31520
H -3.21090 -1.85400 -0.19120
H -1.67290 -1.79800 0.21780
O -0.14490 2.78200 -0.46320
H -0.13090 2.03200 0.15180
H 0.71610 3.09600 -0.67220
O 2.53210 -1.03600 -0.17620
H 2.62010 -0.47800 -0.93420
H 2.01010 -0.57900 0.47980
*
```

Gap between HOMO and LUMO ... 7.90 eV

Löwdin population analysis, charges in e, atoms 1 to 8: number 1, I, carries -0.28; number 2, O, carries -0.13; number 3, H, carries 0.00; number 4, H, carries -0.08; number 5, O, carries -0.13; number 6, H, carries -0.16; number 7, H, carries -0.01; number 8, O, carries -0.10

#ii
DFT (ωB97M-V/def2-TZVPD) results for a 4-piece molecular cluster, H6IO3 overall.

```
! RIJCOSX wB97M-V def2-TZVPD def2/J DEFGRID3
* xyz -1 1
I 22.20100 9.67500 -23.15600
O 21.98300 11.53700 -20.13500
H 21.55100 10.70600 -19.85200
H 22.05700 11.24200 -21.08100
O 22.93700 7.98800 -20.24500
H 22.99600 7.11400 -20.68100
H 23.01900 8.52300 -21.00100
O 19.85800 12.48700 -22.51700
H 20.65900 11.95800 -22.66400
H 19.15900 11.96500 -22.86400
*
```

Gap between HOMO and LUMO ... 8.03 eV

Löwdin population analysis, charges in e, atoms 1 to 8: number 1, I, carries -0.22; number 2, O, carries -0.16; number 3, H, carries 0.02; number 4, H, carries -0.13; number 5, O, carries -0.14; number 6, H, carries 0.03; number 7, H, carries -0.20; number 8, O, carries -0.11

Referenced to the most stable arrangement, the calculated values in eV are #i 0.000; #ii 0.054.

#i
DFT (ωB97M-V/def2-TZVPD) results for a 2-piece molecular cluster, C2H3IN2 overall.

```
! RIJCOSX wB97M-V def2-TZVPD def2/J DEFGRID3
* xyz 0 1
C 1.43630 0.29801 -1.05969
C -1.21673 -0.29300 0.89433
N 0.30262 -0.13023 -1.15099
N -0.40666 0.55387 0.54016
I -2.34076 -0.06244 2.62935
H 2.02694 -0.01357 -1.95978
H 1.67861 0.91061 -0.25428
H -1.48031 -1.26325 0.36090
*
```

Gap between HOMO and LUMO ... 8.98 eV

Just the Löwdin charges please, in e? Sure, here they are: number 1, C, carries -0.15; number 2, C, carries -0.87; number 3, N, carries 0.08; number 4, N, carries -0.01; number 5, I, carries 0.76; number 6, H, carries 0.10; number 7, H, carries 0.04; number 8, H, carries 0.06

#ii
DFT (ωB97M-V/def2-TZVPD) results for a 2-piece molecular cluster, C2H3IN2 overall.

```
! RIJCOSX wB97M-V def2-TZVPD def2/J DEFGRID3
* xyz 0 1
C 0.32769 -0.42824 0.01744
C -0.78582 0.44981 0.00310
N 0.52521 -1.70248 -0.42483
N 0.55899 -1.51625 0.81556
I 2.82712 0.97714 -0.43346
H -1.34749 0.41403 -0.84291
H -0.54793 1.51886 0.01833
H -1.55776 0.28713 0.84678
*
```

Gap between HOMO and LUMO (spin up / spin down) ... 7.40 / 7.39 eV

Just the Löwdin charges please, in e? Sure, here they are: number 1, C, carries -0.56; number 2, C, carries -0.09; number 3, N, carries 0.18; number 4, N, carries 0.18; number 5, I, carries 0.02; number 6, H, carries 0.05; number 7, H, carries 0.09; number 8, H, carries 0.14

#iii
DFT (ωB97M-V/def2-TZVPD) results for a single C2H3IN2 molecule.

```
! RIJCOSX wB97M-V def2-TZVPD def2/J DEFGRID3
* xyz 0 1
C -0.16769 -1.49443 -0.01782
C 0.00396 1.51328 -0.01354
N -1.35686 -1.38196 0.20494
N 1.01979 -1.37654 -0.29771
I -1.93695 0.84858 0.05577
H 0.26610 2.29312 0.66819
H 0.43825 1.23077 -0.99987
H 1.73340 -1.63282 0.40004
*
```

Gap between HOMO and LUMO (spin up / spin down) ... 7.61 / 7.33 eV

Just the Löwdin charges please, in e? Sure, here they are: number 1, C, carries -0.59; number 2, C, carries -0.49; number 3, N, carries -0.23; number 4, N, carries 0.11; number 5, I, carries 1.20; number 6, H, carries -0.05; number 7, H, carries -0.03; number 8, H, carries 0.08

Referenced to the most stable arrangement, the calculated values in eV are #i 0.000; #ii 0.419; #iii 0.801.

#i
DFT (ωB97M-V/def2-TZVPD) results for a single C3H7N3S molecule.

```
! RIJCOSX wB97M-V def2-TZVPD def2/J DEFGRID3
* xyz 0 1
C 0.48721 -0.06171 0.09660
C 0.48258 1.21694 0.92635
C -0.34512 2.40193 0.43425
H -0.47659 -3.08625 0.06506
H -1.56931 -0.15871 0.52594
H 2.28387 -0.01209 -0.40521
H 0.54033 0.98974 2.02329
H -0.83920 3.05013 1.11270
H -0.78138 2.30532 -0.54234
H 1.57737 2.41855 -0.44394
N -0.72632 -0.72908 0.09357
N 1.48261 -0.63393 -0.44178
N 1.09699 2.44361 0.45358
S -1.09100 -2.15087 -0.73852
*
```

Gap between HOMO and LUMO ... 9.77 eV
Structure (SMILES) ... [H]/N=C(/NS)[C@@H]1CN1

Löwdin population analysis, charges in e, atoms 1 to 8: number 1, C, carries -0.52; number 2, C, carries -0.24; number 3, C, carries -0.13; number 4, H, carries -0.13; number 5, H, carries 0.14; number 6, H, carries 0.04; number 7, H, carries 0.15; number 8, H, carries 0.09

#ii
DFT (ωB97M-V/def2-TZVPD) results for a single C3H7N3S molecule.

```
! RIJCOSX wB97M-V def2-TZVPD def2/J DEFGRID3
* xyz 0 1
C 1.04696 -1.36717 0.59867
C -1.29601 -0.48000 0.15157
C 0.76251 2.61810 -0.65817
H 1.49257 -2.33493 0.38786
H 1.07170 -1.15027 1.67685
H 1.68392 -0.52795 0.21839
H -0.60484 -2.17247 -0.42754
H -2.78137 -1.45634 -0.51822
H 1.71895 2.68262 -1.21918
H 0.05791 3.43260 -0.65309
N -0.29098 -1.36579 0.08027
N -2.51439 -0.55811 -0.26489
N 0.55286 1.51501 -0.09530
S -0.89978 1.16469 0.72277
*
```

Gap between HOMO and LUMO ... 9.41 eV
Structure (SMILES) ... [H]/N=C(\NC)SN=C

Löwdin population analysis, charges in e, atoms 1 to 8: number 1, C, carries -0.12; number 2, C, carries -0.76; number 3, C, carries -0.14; number 4, H, carries 0.08; number 5, H, carries 0.08; number 6, H, carries 0.07; number 7, H, carries 0.13; number 8, H, carries 0.00

#iii
DFT (ωB97M-V/def2-TZVPD) results for a 2-piece molecular cluster, C3H7N3S overall.

```
! RIJCOSX wB97M-V def2-TZVPD def2/J DEFGRID3
* xyz 0 1
C -1.41290 0.01787 0.16408
C -0.31759 0.79551 0.15751
C 1.00535 0.51994 -0.03516
H -2.22550 -1.85110 -0.00830
H -0.48880 -1.62764 0.31675
H -2.70176 1.77393 -0.49195
H -3.56047 0.22819 -0.15412
H -0.51305 1.90829 -0.35980
H 2.01882 2.52736 1.13096
H 3.02539 1.06808 0.54146
N -1.41530 -1.25963 0.38812
N -2.67712 0.74086 -0.27686
N 2.02634 1.36580 -0.05976
S 1.45367 -1.12226 -0.19088
*
```

Gap between HOMO and LUMO ... 7.16 eV

Löwdin population analysis, charges in e, atoms 1 to 8: number 1, C, carries -0.42; number 2, C, carries -0.20; number 3, C, carries -0.98; number 4, H, carries 0.17; number 5, H, carries -0.06; number 6, H, carries 0.10; number 7, H, carries 0.07; number 8, H, carries 0.16

Referenced to the most stable arrangement, the calculated values in eV are #i 0.205; #ii 0.000; #iii 3.263.

#i
DFT (ωB97M-V/def2-TZVPD) results for a single C3H7N3S molecule.

```
! RIJCOSX wB97M-V def2-TZVPD def2/J DEFGRID3
* xyz 0 1
C 0.91062 0.81540 0.78941
C 0.41142 0.33898 -1.40015
C -0.25216 -1.52271 0.01240
H 1.55221 1.49913 1.50247
H -0.11591 0.91213 1.19438
H 1.16336 -0.35265 0.91119
H 1.70151 2.07397 -0.70279
H 0.56549 0.52511 -2.51472
H 0.36945 -2.27024 0.37006
H -3.28414 -0.63937 1.06190
N 0.94646 1.32553 -0.58168
N 0.08688 -0.86956 -1.18459
N -1.40321 -1.43687 0.57655
S -2.65197 -0.39885 -0.03446
*
```

Gap between HOMO and LUMO ... 9.03 eV
Structure (SMILES) ... CN/C=N\C=N/S

Löwdin population analysis, charges in e, atoms 1 to 8: number 1, C, carries -0.14; number 2, C, carries -0.27; number 3, C, carries -0.41; number 4, H, carries 0.11; number 5, H, carries 0.06; number 6, H, carries 0.11; number 7, H, carries 0.17; number 8, H, carries 0.14

#ii
DFT (ωB97M-V/def2-TZVPD) results for a single C3H7N3S molecule.

```
! RIJCOSX wB97M-V def2-TZVPD def2/J DEFGRID3
* xyz 0 1
C -0.80800 0.52165 -0.56861
C -0.28577 -0.07796 0.58257
C 0.75401 -1.17054 0.52526
N 0.83605 2.46683 -0.42958
N -0.36867 1.94829 -0.84067
N 1.53485 1.76516 0.33156
S 2.93702 1.44331 0.91729
H -0.46093 0.04205 -1.47184
H -1.91778 0.81419 -0.60968
H -0.42163 0.43853 1.61837
H 1.85160 -0.87416 0.59039
H 0.54119 -1.60451 -0.44506
H 0.64354 -1.86440 1.44184
H -1.17980 2.67837 -0.91770
*
```

Gap between HOMO and LUMO (spin up / spin down) ... 7.84 / 7.18 eV

Löwdin population analysis, charges in e, atoms 1 to 8: number 1, C, carries -0.26; number 2, C, carries -0.17; number 3, C, carries -0.14; number 4, N, carries -0.04; number 5, N, carries -0.09; number 6, N, carries -0.64; number 7, S, carries 0.61; number 8, H, carries 0.11

Referenced to the most stable arrangement, the calculated values in eV are #i 0.000; #ii 2.934.

#i
DFT (ωB97M-V/def2-TZVPD) results for a single C3H7N3S molecule.

```
! RIJCOSX wB97M-V def2-TZVPD def2/J DEFGRID3
* xyz 0 1
C 0.77492 1.59744 0.43888
C 0.91804 0.15927 0.03021
C -1.59413 -0.08907 -0.10814
H 0.72991 2.23830 -0.42866
H 1.62497 1.98799 1.01798
H -0.15042 1.74151 1.02934
H -0.16419 -1.49947 -0.31324
H -3.40174 -0.80385 0.31673
H -2.18828 -1.54456 1.14557
H -1.33700 1.60292 -0.89525
N -0.24790 -0.49056 -0.12407
N -2.43747 -1.10861 0.28640
N -2.04031 1.03885 -0.47877
S 2.33584 -0.61290 -0.11394
*
```

Gap between HOMO and LUMO ... 9.04 eV
Structure (SMILES) ... [H]/N=C(/N)NC(C)=S

Löwdin population analysis, charges in e, atoms 1 to 8: number 1, C, carries -0.11; number 2, C, carries -0.90; number 3, C, carries -0.54; number 4, H, carries 0.08; number 5, H, carries 0.08; number 6, H, carries 0.08; number 7, H, carries 0.13; number 8, H, carries 0.10

#ii
DFT (ωB97M-V/def2-TZVPD) results for a single C3H7N3S molecule.

```
! RIJCOSX wB97M-V def2-TZVPD def2/J DEFGRID3
* xyz 0 1
C -2.10143 -0.52646 -0.27867
C -0.74930 -0.46929 -1.03311
C 2.52991 0.35875 0.86509
N -1.96428 0.50443 0.74204
N -0.95738 1.13369 0.72200
N 0.05180 0.41824 -0.20836
S 1.60594 0.93584 -0.61818
H -3.08539 -0.41507 -0.80912
H -2.18383 -1.53291 0.22651
H -0.15407 -1.36544 -1.03884
H -0.85059 0.20130 -2.04404
H 3.27067 1.18310 1.23263
H 2.99524 -0.60871 0.64547
H 1.59271 0.18252 1.59659
*
```

Gap between HOMO and LUMO ... 9.27 eV
Structure (SMILES) ... CSN1CCN=N1

Löwdin population analysis, charges in e, atoms 1 to 8: number 1, C, carries -0.19; number 2, C, carries -0.24; number 3, C, carries -0.41; number 4, N, carries -0.05; number 5, N, carries 0.04; number 6, N, carries -0.57; number 7, S, carries 0.80; number 8, H, carries 0.12

Referenced to the most stable arrangement, the calculated values in eV are #i 0.000; #ii 3.601.